Molecular formula: C25H35F3IO4S
Method: DFT, ωB97M-V/def2-TZVPD

Gap between HOMO and LUMO (eV): 5.17
Charge: -1

Last column: natural (NBO) charge in e.
Cartesian coordinates (Å):
C -0.399 1.438 3.952  -0.62
C -0.565 1.351 2.463  -0.08
O 0.647 0.726 1.977  -0.56
C 0.832 0.793 0.640  0.76
C 2.085 0.173 0.233  -0.45
C 2.518 0.223 -1.146  0.55
O 3.688 0.567 -1.408  -0.70
C 1.615 -0.124 -2.316  -0.48
C 0.941 1.138 -2.900  -0.39
C 1.891 2.283 -3.292  -0.43
C 1.634 3.604 -2.563  -0.41
C 2.882 4.294 -1.963  -0.40
C 2.667 4.831 -0.542  -0.38
C 2.398 3.760 0.515  -0.42
C 3.621 2.897 0.836  -0.42
C 3.400 1.757 1.857  -0.38
C 3.134 0.322 1.300  -0.40
O 0.027 1.405 -0.082  -0.77
H -1.328 1.830 4.385  0.20
H -0.211 0.438 4.379  0.20
H 0.423 2.119 4.222  0.21
H -1.437 0.739 2.204  0.18
H -0.692 2.331 1.987  0.20
H 2.250 -0.575 -3.096  0.21
H 0.853 -0.857 -2.006  0.20
H 0.364 0.828 -3.781  0.18
H 0.229 1.458 -2.132  0.25
H 2.930 1.945 -3.169  0.23
H 1.747 2.470 -4.367  0.18
H 1.196 4.307 -3.289  0.18
H 0.871 3.471 -1.782  0.21
H 3.741 3.612 -1.979  0.21
H 3.140 5.148 -2.605  0.18
H 3.539 5.416 -0.225  0.19
H 1.819 5.529 -0.562  0.19
H 2.069 4.268 1.437  0.18
H 1.550 3.128 0.209  0.23
H 4.079 2.482 -0.078  0.24
H 4.368 3.564 1.308  0.17
H 4.327 1.650 2.447  0.18
H 2.612 2.065 2.561  0.18
H 2.840 -0.316 2.143  0.20
H 4.096 -0.051 0.926  0.21
C -3.970 -5.190 1.721  -0.62
C -3.844 -4.224 0.535  0.22
C -4.868 -4.594 -0.514  -0.64
C -3.812 -2.745 0.853  -0.02
C -4.136 -1.796 -0.170  -0.14
I -5.899 -1.515 -1.337  0.13
C -3.212 -0.817 -0.485  -0.28
C -2.053 -0.747 0.287  -0.20
C -1.965 -1.378 1.533  -0.24
C -2.948 -2.298 1.876  -0.21
O -2.531 -4.529 -0.064  -0.70
S -1.314 -3.420 -0.709  0.53
C -0.598 -4.808 -1.689  0.82
F -1.497 -5.338 -2.594  -0.33
F 0.511 -4.384 -2.368  -0.32
F -0.208 -5.838 -0.873  -0.33
H -4.800 -4.939 2.397  0.21
H -4.213 -6.204 1.356  0.21
H -3.040 -5.263 2.292  0.23
H -5.822 -4.081 -0.348  0.22
H -4.476 -4.370 -1.506  0.24
H -5.087 -5.667 -0.453  0.21
H -3.305 -0.192 -1.373  0.24
H -1.208 -0.210 -0.128  0.28
H -1.099 -1.194 2.176  0.25
H -2.997 -2.700 2.886  0.22



Molecular formula: C2H4N4O
Method: DFT, ωB97M-V/def2-TZVPD

Gap between HOMO and LUMO (eV): 10.30
SMILES: [H]/N=C(\O)N1N=C1N

Last column: natural (NBO) charge in e.
Cartesian coordinates (Å):
N -0.515 -1.662 1.270  -0.79
C -0.560 -0.343 1.046  0.52
N -0.525 0.814 1.527  -0.25
N 1.333 0.039 -0.808  -0.74
C 0.272 0.726 -0.869  0.66
O 0.027 1.711 -1.748  -0.67
N -0.856 0.487 -0.029  -0.42
H -0.118 -1.955 2.151  0.41
H -0.249 -2.222 0.471  0.42
H 2.003 0.361 -1.506  0.36
H -0.867 2.040 -1.565  0.50



Molecular formula: FH4InNYb
Method: DFT, ωB97M-V/def2-TZVPD

Gap between HOMO and LUMO (eV): 5.81
Charge: +1

Last column: Mulliken charge in e.
Cartesian coordinates (Å):
N 1.301 0.323 0.229  -0.67
In -0.810 0.558 -0.070  0.86
F -1.515 -1.302 -0.850  -0.65
H 1.694 -0.607 0.156  0.09
H 1.854 0.938 -0.355  0.23
H -1.540 0.720 1.510  -0.20
H -1.145 1.903 -1.068  -0.20
Yb 0.162 -2.533 0.448  1.53



Molecular formula: C2H3NO3
Method: DFT, ωB97M-V/def2-TZVPD

Gap between HOMO and LUMO (eV): 10.01
SMILES: CC(=O)[N+](=O)[O-]

Last column: natural (NBO) charge in e.
Cartesian coordinates (Å):
C 0.464 -0.032 0.473  0.64
C -1.022 0.091 0.539  -0.74
N 0.999 -0.142 -0.967  0.44
O 1.201 -0.098 1.423  -0.44
O 0.169 -0.232 -1.865  -0.37
O 2.208 -0.192 -1.113  -0.31
H -1.450 -0.545 -0.146  0.27
H -1.254 0.972 -0.031  0.26
H -1.317 0.178 1.688  0.26



Molecular formula: C4H12
Method: DFT, ωB97M-V/def2-TZVPD

Gap between HOMO and LUMO (eV): 12.67
SMILES: CC.CC

Last column: natural (NBO) charge in e.
Cartesian coordinates (Å):
C 1.581 1.371 -0.620  -0.61
C 1.642 0.057 -1.367  -0.61
H 1.744 1.219 0.440  0.20
H 2.389 2.081 -0.831  0.21
H 0.635 1.879 -0.749  0.21
H 1.076 -0.707 -0.830  0.20
H 2.641 -0.357 -1.514  0.21
H 1.178 0.053 -2.362  0.20
C -1.427 -1.452 0.909  -0.61
C -1.811 0.027 1.094  -0.61
H -1.297 -2.081 1.791  0.20
H -2.178 -1.999 0.349  0.20
H -0.457 -1.484 0.405  0.20
H -2.350 0.344 0.207  0.21
H -0.871 0.550 1.222  0.20
H -2.339 0.121 2.043  0.21



Molecular formula: C39H46Cl3InSb4Si
Method: DFT, ωB97M-V/def2-TZVPD

Gap between HOMO and LUMO (eV): 6.94
Charge: +2

Last column: Mulliken charge in e.
Cartesian coordinates (Å):
In -1.053 1.249 1.985  0.63
C 0.423 -0.074 6.869  -1.35
Sb -0.472 -0.088 4.923  0.60
C -1.392 1.856 5.192  -1.47
C -2.291 -1.170 5.414  -1.38
C -2.121 -2.655 5.251  0.80
C -1.273 -3.310 6.150  -0.43
C -1.028 -4.668 6.067  -0.85
C -1.648 -5.411 5.072  -0.70
C -2.487 -4.777 4.175  -0.63
C -2.734 -3.403 4.238  0.57
C -3.616 -2.792 3.193  -1.60
Sb -2.428 -1.857 1.636  0.55
C -1.295 -3.599 1.128  -1.34
C -3.920 -2.120 0.097  -1.22
H -0.359 0.087 7.607  0.45
H 1.140 0.746 6.910  0.42
H 0.942 -1.008 7.071  0.39
H -1.590 2.022 6.251  0.49
H -2.346 1.911 4.660  0.47
H -0.736 2.649 4.832  0.34
H -3.087 -0.754 4.799  0.36
H -2.509 -0.924 6.454  0.68
H -0.807 -2.733 6.941  0.45
H -0.364 -5.146 6.776  0.42
H -1.488 -6.479 5.007  0.43
H -2.996 -5.369 3.422  0.41
H -4.294 -2.035 3.584  0.65
H -4.212 -3.555 2.692  0.63
H -1.978 -4.444 1.071  0.45
H -0.545 -3.792 1.893  0.40
H -0.806 -3.464 0.165  0.33
H -3.962 -3.174 -0.173  0.42
H -3.697 -1.532 -0.789  0.18
H -4.891 -1.816 0.490  0.44
C 1.365 -0.352 -0.540  -0.92
C 0.655 -1.004 -1.728  -0.64
C -0.770 -0.493 -1.986  -0.80
Sb -0.968 1.043 -3.499  1.45
C 0.701 1.953 -4.420  1.03
C 0.864 3.329 -4.289  -0.63
C 1.867 3.961 -5.009  -0.59
C 2.704 3.220 -5.835  -0.63
C 2.537 1.847 -5.952  -0.74
C 1.526 1.204 -5.252  -0.37
C -1.844 -0.145 -5.011  0.68
C -2.892 0.312 -5.802  -0.69
C -3.393 -0.506 -6.805  -0.62
C -2.847 -1.764 -7.014  -0.54
C -1.795 -2.214 -6.227  -0.76
C -1.289 -1.406 -5.220  -0.07
Sb 1.537 1.802 -0.691  0.67
C 3.548 1.781 -1.404  0.21
C 4.578 1.194 -0.674  -0.24
C 5.854 1.124 -1.213  -0.76
C 6.104 1.634 -2.481  -0.63
C 5.081 2.224 -3.207  -0.50
C 3.803 2.302 -2.669  -0.21
C 1.898 2.128 1.406  -0.14
C 2.389 1.149 2.272  0.45
C 2.636 1.451 3.608  -0.89
C 2.376 2.722 4.097  -0.44
C 1.873 3.703 3.248  -0.74
C 1.638 3.407 1.913  -0.59
H 2.361 -0.785 -0.449  0.68
H 0.810 -0.569 0.381  0.14
H 0.597 -2.079 -1.536  0.49
H 1.261 -0.888 -2.632  0.33
H -1.232 -0.109 -1.074  0.00
H -1.421 -1.267 -2.391  0.53
H 0.222 3.912 -3.640  0.05
H 1.992 5.033 -4.928  0.42
H 3.487 3.716 -6.393  0.46
H 3.187 1.270 -6.596  0.43
H 1.380 0.137 -5.376  0.45
H -3.319 1.295 -5.646  0.23
H -4.205 -0.158 -7.429  0.42
H -3.242 -2.400 -7.795  0.41
H -1.367 -3.193 -6.397  0.42
H -0.468 -1.765 -4.608  0.34
H 4.395 0.807 0.322  0.23
H 6.657 0.674 -0.645  0.43
H 7.100 1.573 -2.900  0.39
H 5.277 2.633 -4.191  0.44
H 3.008 2.777 -3.230  0.37
H 2.618 0.154 1.907  0.33
H 3.050 0.691 4.260  0.52
H 2.574 2.956 5.135  0.45
H 1.686 4.702 3.620  0.45
H 1.279 4.188 1.251  0.39
Cl -3.854 1.842 -1.450  -0.14
Si -2.585 2.885 -2.658  0.30
Cl -3.516 3.840 -4.134  -0.18
Cl -1.549 4.156 -1.449  -0.16



Molecular formula: C12H20N4O4S
Method: DFT, ωB97M-V/def2-TZVPD

Gap between HOMO and LUMO (eV): 7.67
SMILES: CCNc1ccc(S(=O)(=O)NCCN(C)C)cc1[N+](=O)[O-]

Last column: natural (NBO) charge in e.
Cartesian coordinates (Å):
C -5.012 -2.286 -1.592  -0.62
C -5.142 -1.605 -0.229  -0.22
N -4.328 -0.418 -0.137  -0.57
C -3.011 -0.372 0.106  0.24
C -2.272 -1.537 0.427  -0.30
C -0.934 -1.485 0.717  -0.11
C -0.259 -0.268 0.702  -0.41
C -0.924 0.884 0.384  -0.11
C -2.288 0.856 0.074  -0.01
N -2.883 2.094 -0.284  0.52
O -2.174 3.078 -0.346  -0.38
O -4.086 2.130 -0.532  -0.43
H -0.403 1.828 0.376  0.26
S 1.488 -0.210 1.063  2.32
O 1.747 0.895 1.939  -0.94
O 1.906 -1.527 1.451  -0.94
N 2.100 0.186 -0.440  -0.88
H 2.547 1.088 -0.398  0.41
C 2.860 -0.817 -1.156  -0.25
H 2.267 -1.732 -1.112  0.22
H 2.940 -0.500 -2.199  0.20
C 4.255 -1.116 -0.565  -0.23
N 5.285 -0.112 -0.708  -0.44
C 5.666 0.174 -2.071  -0.41
H 4.924 0.774 -2.621  0.16
H 6.604 0.729 -2.059  0.20
H 5.825 -0.761 -2.605  0.20
C 5.114 1.093 0.073  -0.41
H 4.684 0.849 1.043  0.21
H 4.479 1.848 -0.418  0.15
H 6.096 1.544 0.231  0.20
H 4.127 -1.323 0.500  0.22
H 4.627 -2.027 -1.045  0.20
H -0.377 -2.374 0.970  0.25
H -2.778 -2.488 0.447  0.22
H -4.750 0.465 -0.413  0.44
H -6.178 -1.295 -0.074  0.21
H -4.878 -2.302 0.570  0.19
H -3.985 -2.598 -1.768  0.21
H -5.304 -1.600 -2.383  0.21
H -5.655 -3.160 -1.634  0.21



Molecular formula: C8H14N3O2
Method: DFT, ωB97M-V/def2-TZVPD

Gap between HOMO and LUMO (spin up / spin down) (eV): 6.25 / 7.29
Charge: +1
<S²>: 2.011
Spin multiplicity: 3

Last column: natural (NBO) charge in e.
Cartesian coordinates (Å):
C 1.066 -1.302 -0.440  -0.03
C 0.583 0.037 -0.194  -0.06
C -0.727 0.156 0.063  0.19
C 1.534 1.237 -0.381  0.07
C -1.060 -2.286 -0.388  0.07
C -0.170 2.511 0.607  0.55
C 2.162 1.158 -1.762  -0.65
C -1.332 -3.248 0.779  -0.61
N 0.325 -2.342 -0.606  -0.35
N -1.562 -0.893 -0.007  -0.50
N -1.377 1.474 0.379  -0.58
O 0.739 2.500 -0.317  -0.49
O 0.205 2.189 1.967  -0.77
H 2.186 -1.573 -0.469  0.22
H 2.051 1.425 0.627  0.24
H -1.627 -2.551 -1.272  0.24
H -0.684 3.480 0.627  0.18
H 1.361 1.087 -2.536  0.24
H 2.927 0.391 -1.904  0.26
H 2.789 2.008 -1.998  0.25
H -0.693 -3.176 1.652  0.24
H -1.443 -4.349 0.368  0.26
H -2.309 -2.980 1.123  0.19
H -2.230 -1.152 0.712  0.40
H -1.847 2.024 -0.357  0.44
H -1.788 1.314 1.342  0.47
H 0.923 2.861 2.387  0.53



Number 1: E -2269.9970 a.u.. Number 2: E -372.7972 a.u.. Number 3: E -1505.4989 a.u.. Number 4: E -358.3628 a.u.. Number 5: E -159.5730 a.u.. Number 6: E -4334.4511 a.u.. Number 7: E -1387.3157 a.u.. Number 8: E -627.5408 a.u..